221
Properties=species:S:1:pos:R:3:forces:R:3:lowdin_charge:R:1 method="wB97M-V/def2-TZVPD" energy_ev=-102218.2781 orbital_gap_ev=8.415 e_above_lowest_kcal_mol=180.6 charge=0
C 20.18232 25.52090 17.27108 -1.801 -0.312 -1.952 -0.040
C 20.11241 26.50882 16.01619 2.277 0.280 2.328 -0.376
C 18.84321 27.33376 15.79461 0.376 -2.235 -0.342 -0.195
O 18.99019 28.28083 14.77794 0.260 1.607 -1.559 -0.241
C 18.82248 27.97789 13.35411 -0.372 -0.507 1.412 -0.039
N 21.22616 27.43681 16.34330 -0.096 -0.415 -0.490 0.033
H 19.32116 24.87124 17.11476 -0.105 -0.467 0.278 0.064
H 20.05271 25.90646 18.28234 0.275 0.629 -0.222 0.069
H 21.05977 24.88045 17.18164 0.105 0.329 0.058 0.060
H 20.44901 25.90954 15.17023 -0.506 0.008 -0.310 0.117
H 18.63588 27.84363 16.73543 -0.315 0.235 -0.191 0.136
H 18.09828 26.57589 15.55210 -0.809 0.288 0.007 0.123
H 18.73898 28.84042 12.69292 0.335 0.735 0.863 0.065
H 17.83136 27.53643 13.24973 0.268 -0.849 -0.209 0.090
H 19.68288 27.42456 12.97776 -0.331 -0.558 0.052 0.088
H 20.95825 27.78427 17.25302 0.360 0.661 0.173 0.044
H 21.19802 28.20466 15.68777 0.039 0.442 0.023 0.055
C 19.76825 34.76755 19.34155 -0.203 -0.402 -1.021 -0.084
C 20.92646 34.00617 19.98937 0.707 0.772 0.182 -0.351
C 22.21563 33.88337 18.99901 -0.417 -1.055 1.129 -0.126
O 23.20759 33.12118 19.68518 -1.532 -0.263 1.515 -0.235
C 24.27692 32.61293 18.97061 0.583 1.692 -1.186 -0.136
N 21.11977 34.74038 21.25502 1.546 1.187 0.168 0.032
H 18.79836 34.51210 19.76836 0.149 0.093 0.457 0.052
H 19.60763 34.55951 18.28371 0.300 -0.321 -0.144 0.063
H 19.94290 35.84093 19.41537 0.036 -0.071 0.251 0.075
H 20.68792 33.00449 20.34691 -0.168 -0.552 -1.093 0.107
H 22.67281 34.75403 18.52886 -0.199 0.878 0.711 0.120
H 21.96410 33.30330 18.11112 -0.851 -0.324 -0.093 0.102
H 24.84149 33.50325 18.69369 1.080 0.010 0.092 0.084
H 24.03926 32.23788 17.97514 -0.515 -0.828 0.113 0.076
H 24.87083 31.92232 19.56930 -0.204 0.040 -0.089 0.100
H 20.36938 34.75162 21.93096 -0.453 -0.339 -0.599 0.073
H 21.95449 34.56683 21.79652 0.183 -0.417 -0.470 0.037
C 25.52732 32.61529 23.29456 -0.145 -0.588 -1.445 -0.062
C 24.37196 33.59914 23.08197 -0.753 -0.794 0.169 -0.413
C 23.03205 33.09163 23.75413 0.950 0.878 0.038 -0.218
O 22.29975 32.20839 22.97684 -0.377 -0.887 -1.221 -0.195
C 21.17084 31.62806 23.60444 0.373 -0.132 0.289 -0.097
N 24.69540 34.91634 23.58579 -0.888 0.301 0.771 0.025
H 25.64103 32.17107 24.28342 -0.105 0.529 0.261 0.074
H 26.45730 33.05933 22.93950 0.141 0.167 0.373 0.070
H 25.41657 31.76210 22.62531 -0.254 -0.258 -0.070 0.067
H 24.10305 33.75547 22.03730 0.352 -0.515 -0.300 0.116
H 22.42616 33.98660 23.89569 -0.061 0.221 0.593 0.112
H 23.28813 32.58598 24.68518 -0.009 0.265 0.555 0.120
H 20.53480 31.13374 22.87013 0.218 0.274 -0.233 0.064
H 20.56754 32.32339 24.18809 -0.055 0.483 -0.187 0.091
H 21.47100 30.86200 24.31940 0.263 -0.264 0.166 0.078
H 24.76908 34.83491 24.58981 0.324 0.426 0.219 0.070
H 25.54697 35.30909 23.21073 0.063 -0.254 -0.007 0.072
C 31.23243 26.32397 19.67034 0.027 -0.282 0.395 -0.055
C 30.33510 27.00206 18.63942 -1.104 -1.110 -0.462 -0.452
C 28.81876 26.76133 18.89603 1.076 -1.928 -0.944 -0.158
O 27.93420 27.11300 17.80592 0.003 1.732 0.979 -0.235
C 28.09673 26.42625 16.56811 0.404 -0.569 1.619 -0.077
N 30.55625 28.41341 18.59230 -0.131 0.988 0.191 0.055
H 31.36424 25.24512 19.58780 0.062 -0.029 -0.816 0.075
H 30.87414 26.36138 20.69909 -0.341 0.760 0.076 0.075
H 32.20568 26.81461 19.65818 0.058 -0.151 -0.006 0.076
H 30.49205 26.60454 17.63670 0.475 -0.623 -0.042 0.116
H 28.64549 27.14756 19.90047 -1.084 0.870 -0.462 0.133
H 28.64661 25.68827 18.97979 0.389 -0.430 0.337 0.115
H 29.05017 26.67770 16.10354 -0.176 0.178 -0.413 0.081
H 27.21276 26.60727 15.95663 0.216 0.221 -0.018 0.077
H 28.12927 25.37259 16.84529 0.003 -0.456 -0.472 0.086
H 31.34033 28.65314 18.00252 0.296 -0.018 0.050 0.081
H 29.75241 28.79600 18.11525 0.358 0.276 -0.055 0.014
C 21.04901 30.94937 14.58377 0.476 1.273 -0.592 -0.032
C 19.76335 31.77881 14.45585 -0.258 -0.943 -0.182 -0.378
C 19.13161 31.89022 13.09781 -0.127 0.803 -2.222 -0.215
O 18.13337 32.89823 13.13865 0.534 0.318 1.767 -0.222
C 17.84116 33.48842 11.91638 -0.843 -1.018 0.177 -0.108
N 18.67209 31.18991 15.22751 0.466 0.321 0.750 0.048
H 21.13810 30.08306 13.92827 -0.568 -0.446 0.483 0.074
H 21.27924 30.79601 15.63808 -0.289 -0.563 -0.135 0.058
H 21.89058 31.54766 14.23463 0.070 0.361 -0.071 0.075
H 19.93029 32.80069 14.79644 0.151 0.007 0.134 0.146
H 18.50806 31.06675 12.74969 0.729 -1.179 0.430 0.116
H 19.75920 32.12463 12.23799 0.802 0.096 0.157 0.120
H 16.75570 33.39501 11.88231 -0.225 1.209 -0.348 0.093
H 18.12860 32.80829 11.11457 0.592 0.424 -0.431 0.082
H 18.29747 34.47829 11.92241 -0.378 0.080 -0.739 0.099
H 17.88946 31.75572 14.93180 -0.696 -0.394 0.239 0.080
H 18.60382 30.24157 14.88678 -0.522 -0.265 0.165 0.051
C 24.54461 24.63715 16.89443 0.272 -1.902 -0.412 -0.042
C 24.42211 24.99834 15.45185 0.257 2.567 0.004 -0.453
C 25.15774 24.24628 14.37317 0.444 -1.434 0.951 -0.238
O 25.09611 25.03612 13.24811 -1.251 0.413 -1.645 -0.199
C 25.82223 24.49732 12.17085 0.962 0.392 0.364 -0.094
N 23.02877 25.21448 15.08663 -0.158 -1.781 -0.673 0.071
H 25.56859 24.49481 17.23984 0.142 0.746 0.109 0.078
H 24.19569 23.60470 16.91487 -0.677 -0.093 0.666 0.083
H 23.93889 25.29439 17.51832 0.185 -0.226 -0.062 0.063
H 24.84082 25.99695 15.32706 0.850 0.391 0.209 0.104
H 24.83443 23.21736 14.21540 -1.164 -0.166 -0.334 0.130
H 26.19928 23.98759 14.56385 0.652 0.750 0.822 0.122
H 26.84805 24.66796 12.49746 0.612 -0.456 -0.592 0.088
H 25.67092 25.03406 11.23431 -0.350 0.217 0.282 0.089
H 25.65892 23.43551 11.98648 -0.220 -0.125 0.197 0.091
H 22.59273 26.00139 15.54571 0.208 0.365 0.099 0.018
H 23.07341 25.32782 14.08400 -0.659 0.398 -0.116 0.066
C 21.73140 28.86754 20.42709 1.508 0.233 -0.241 -0.041
C 22.38909 29.69521 19.29785 0.162 -0.506 0.457 -0.378
C 23.57669 28.94393 18.56421 -0.580 0.249 1.284 -0.171
O 24.11911 29.67769 17.47219 -0.350 -0.284 -0.265 -0.193
C 24.81508 28.82959 16.56117 -0.896 -0.781 0.012 -0.092
N 21.30213 30.05673 18.41126 0.397 0.140 -1.163 0.059
H 20.85497 29.32641 20.88471 0.183 0.456 -0.213 0.053
H 22.51731 28.78994 21.17837 -0.307 -0.533 0.332 0.057
H 21.39048 27.90374 20.04896 0.261 -0.213 0.028 0.076
H 22.78099 30.62797 19.70341 0.365 -0.162 0.362 0.111
H 23.27439 27.92288 18.33148 -0.432 -0.019 -0.854 0.092
H 24.37622 28.75565 19.28073 0.206 0.325 0.455 0.121
H 25.67421 28.32971 17.00851 0.377 0.276 0.123 0.069
H 25.05778 29.32366 15.62038 0.183 0.480 0.365 0.092
H 24.15912 28.00481 16.28268 -0.306 -0.175 -0.110 0.066
H 21.06160 31.00023 18.67969 -0.362 0.291 0.025 0.053
H 21.77248 30.19655 17.52847 -0.236 0.126 -0.701 0.043
C 17.93186 30.92997 20.31650 -0.807 1.010 0.130 -0.053
C 17.45718 31.30074 18.87662 -1.042 -0.203 2.968 -0.426
C 16.46037 32.51366 18.91140 -0.934 -0.944 0.519 -0.142
O 15.32918 32.30763 19.85034 0.853 1.394 -0.647 -0.206
C 14.50386 33.50797 19.96392 -0.079 -1.438 -1.471 -0.102
N 18.59000 31.61004 18.09754 0.657 0.268 -0.771 0.050
H 18.63280 30.10465 20.44151 -0.044 -0.118 -0.687 0.050
H 17.08577 30.75529 20.98111 -0.163 -0.166 -0.163 0.065
H 18.41151 31.80559 20.75390 0.268 0.215 -0.044 0.074
H 16.95557 30.41530 18.48611 -0.606 -0.050 -0.070 0.130
H 16.06049 32.61087 17.90207 -0.219 0.078 -0.219 0.114
H 16.94113 33.46552 19.13706 0.371 -0.146 0.261 0.094
H 13.69492 33.28520 20.65968 0.619 0.322 0.605 0.084
H 13.94802 33.66854 19.04014 -0.044 -0.266 -0.581 0.069
H 15.04034 34.45430 20.03283 0.355 -0.193 0.981 0.080
H 18.34776 31.35313 17.15128 0.467 0.514 -0.663 0.023
H 19.28633 30.91241 18.31786 0.187 -0.067 0.053 0.025
C 27.09284 31.77605 16.44300 -0.515 0.045 -0.933 -0.045
C 28.13635 30.77803 16.78398 -0.538 -1.489 0.692 -0.428
C 29.52721 31.37510 16.90182 0.753 0.045 1.013 -0.173
O 30.31869 31.54937 15.71694 -0.683 -0.661 1.228 -0.147
C 30.42710 30.35167 14.99346 0.152 0.415 -1.941 -0.130
N 27.71399 30.07570 18.03271 0.998 0.621 0.831 0.068
H 27.24027 32.04761 15.39771 -0.271 0.221 -0.117 0.089
H 27.09690 32.68935 17.03795 0.069 -0.206 0.248 0.086
H 26.15145 31.23642 16.54639 -0.338 0.524 -0.120 0.059
H 28.09287 29.95561 16.06994 0.383 0.347 -0.886 0.109
H 30.11557 30.80248 17.61878 0.116 -0.449 -0.014 0.102
H 29.45279 32.33226 17.41799 -0.068 0.314 -0.434 0.130
H 29.49797 30.20339 14.44316 0.004 -0.210 -0.285 0.068
H 30.69879 29.37859 15.40259 -0.088 0.180 1.379 0.080
H 31.23605 30.52169 14.28297 -0.134 0.143 -0.281 0.090
H 28.34670 29.30656 18.20067 -0.086 0.315 0.205 0.007
H 26.86036 29.54619 17.92766 -0.389 0.546 -0.465 0.033
C 22.29303 27.24818 23.58953 -0.229 0.421 0.466 -0.067
C 23.09224 27.44926 24.90999 -0.208 -0.714 -1.540 -0.388
C 22.25754 27.22889 26.17753 -1.589 0.458 -1.341 -0.250
O 22.96556 27.20299 27.34392 1.898 0.178 0.995 -0.173
C 22.22334 26.86264 28.48099 0.174 -0.772 0.267 -0.106
N 24.11631 26.39175 24.80556 -0.274 0.290 1.167 0.037
H 22.89622 27.56956 22.74043 0.227 -0.006 0.173 0.043
H 21.38549 27.84808 23.52181 -0.120 -0.024 0.188 0.053
H 22.06989 26.19599 23.41286 -0.155 -0.046 0.272 0.080
H 23.50264 28.45508 24.82061 0.178 0.232 0.549 0.128
H 21.65237 26.34870 25.96039 0.202 -0.862 0.366 0.126
H 21.48625 27.97393 26.37280 -0.257 0.741 -0.915 0.118
H 21.30461 27.42215 28.65701 -0.271 0.219 -0.599 0.085
H 22.80256 27.02543 29.38989 0.404 -0.032 -0.286 0.089
H 22.01475 25.79686 28.38767 -0.448 -0.153 0.373 0.093
H 24.70986 26.48345 25.61759 0.448 -0.241 -0.059 0.066
H 24.66226 26.46152 23.95870 0.056 0.231 0.029 0.062
C 27.95690 30.26314 10.08515 -0.319 1.003 1.395 -0.041
C 26.54702 29.69457 10.29536 -0.311 -1.582 1.685 -0.451
C 25.81024 30.07821 11.65275 1.288 2.180 -0.269 -0.184
O 26.53967 29.96617 12.86485 -0.043 -1.062 0.721 -0.199
C 27.00752 28.65920 13.21752 0.292 0.180 -1.655 -0.092
N 25.65463 30.03094 9.24127 -0.460 1.296 -0.678 0.017
H 28.64098 30.01091 9.27490 -0.822 -0.556 -0.447 0.074
H 28.57534 30.14855 10.97538 -0.165 -0.255 0.264 0.064
H 27.78532 31.33885 10.04652 0.175 0.229 -0.266 0.082
H 26.47439 28.61175 10.39694 1.149 -0.633 -0.113 0.113
H 24.79210 29.68992 11.67958 0.048 -0.914 0.088 0.117
H 25.64016 31.15342 11.70825 -0.084 0.287 -0.732 0.124
H 26.23109 27.89529 13.25859 -0.387 0.113 0.406 0.083
H 27.64005 28.66637 14.10520 -0.391 0.366 0.131 0.065
H 27.63942 28.36249 12.38040 0.388 -0.437 0.078 0.075
H 24.72072 29.71687 9.46327 -0.028 -0.147 -0.485 0.071
H 25.99424 29.69842 8.35010 -0.359 -0.139 -0.012 0.079
C 18.55845 28.91757 23.06041 1.198 0.390 0.159 -0.071
C 17.88811 28.07765 24.13045 0.432 0.534 -0.785 -0.437
C 16.65129 28.88527 24.51748 -0.713 -0.194 1.152 -0.197
O 16.91419 30.14760 25.20339 0.563 -1.404 1.438 -0.194
C 17.28832 29.98364 26.66215 -0.696 0.231 -1.835 -0.047
N 17.64129 26.70278 23.72739 -0.937 -0.219 0.399 0.043
H 19.44620 28.41973 22.67033 0.091 -0.076 -0.071 0.054
H 18.89870 29.81986 23.56854 0.068 0.251 -0.191 0.068
H 17.96426 29.24691 22.20802 -0.377 -0.424 0.305 0.051
H 18.57753 28.00409 24.97152 -0.046 0.150 0.236 0.126
H 15.95250 28.28073 25.09569 0.117 -0.164 0.552 0.113
H 16.06827 29.08366 23.61813 0.235 0.594 -0.157 0.123
H 16.56088 29.37999 27.20487 -0.183 -0.173 -0.279 0.077
H 17.26373 30.98017 27.10308 0.087 0.010 -0.319 0.078
H 18.27543 29.54465 26.80705 0.071 0.009 -0.299 0.066
H 18.48910 26.19190 23.52659 0.101 0.204 0.014 0.066
H 17.03117 26.62179 22.92658 -0.025 0.116 -0.129 0.071
C 24.69474 21.57777 19.97902 -0.447 -2.182 -0.124 -0.069
C 25.80378 22.28738 20.69879 -0.940 0.714 0.299 -0.447
C 25.41444 23.69624 21.20524 0.219 -0.728 -1.520 -0.175
O 24.82787 24.32784 20.08612 1.038 -1.651 -0.668 -0.198
C 24.50973 25.62970 20.25177 -0.904 1.599 0.913 -0.144
N 26.37256 21.49863 21.76355 0.716 -0.202 0.617 0.035
H 23.89007 21.09628 20.53469 -0.457 1.033 0.888 0.077
H 25.14450 20.61425 19.73937 0.428 -0.043 -0.941 0.076
H 24.25289 22.02125 19.08672 0.432 0.266 0.205 0.072
H 26.57577 22.33746 19.93091 0.237 0.681 0.071 0.136
H 26.33129 24.21501 21.48518 0.131 0.302 0.267 0.120
H 24.73150 23.64978 22.05350 -0.187 -0.054 0.167 0.132
H 23.64504 25.65044 20.91507 -0.523 0.625 0.033 0.089
H 24.29048 26.11424 19.30033 -0.079 -0.196 0.090 0.057
H 25.27215 26.22590 20.75312 0.515 0.067 0.015 0.090
H 25.74518 21.09579 22.44489 -0.648 0.006 -0.320 0.074
H 26.92625 22.13945 22.31389 0.511 -0.130 0.161 0.064